1.
{
  "formula": "C4H11N2PS2",
  "method": "ωB97M-V/def2-TZVPD",
  "elements": ["C", "N", "C", "P", "S", "N", "C", "C", "S", "H", "H", "H", "H", "H", "H", "H", "H", "H", "H", "H"],
  "coordinates": [[-0.23530, 1.43644, -1.77438], [-0.02303, 0.91015, -0.35526], [0.63151, 1.98635, 0.46501], [-1.21701, -0.04206, 0.23614], [-2.96728, 0.71961, 0.81949], [-0.41530, -0.85477, 1.59127], [0.30003, -2.06316, 1.08414], [0.62649, -1.85433, -0.28914], [-0.95781, -1.63703, -1.16215], [-0.56687, 0.58117, -2.37504], [-0.70923, 2.33914, -1.61234], [0.70065, 1.58759, -2.19725], [0.13792, 2.87717, 0.16730], [0.63551, 1.62432, 1.49459], [1.66050, 2.24346, -0.08578], [-1.12118, -1.03309, 2.30856], [-0.13336, -3.09148, 1.25297], [1.18216, -1.88164, 1.80779], [1.27443, -1.03752, -0.61790], [1.19718, -2.81030, -0.75802]],
  "lowdin_charge": [-0.09, -0.47, -0.08, 0.07, 0.13, -0.20, -0.39, -0.59, 0.68, 0.04, 0.06, 0.06, 0.05, 0.07, 0.12, 0.07, 0.13, 0.14, 0.07, 0.14],
  "relative_energy_kj_mol": 0.0,
  "e_homo_ev": -8.50,
  "total_charge": 0,
  "smiles": "CN(C)[P@]1(=S)NCCS1"
}


2.
{
  "formula": "C4H11N2S",
  "method": "ωB97M-V/def2-TZVPD",
  "elements": ["N", "C", "C", "S", "C", "N", "C", "H", "H", "H", "H", "H", "H", "H", "H", "H", "H", "H"],
  "coordinates": [[-1.46096, -2.30117, 0.46172], [-0.91506, -1.30213, -0.18871], [1.78905, 0.41726, 2.19849], [2.15579, 1.50672, 0.85890], [-1.22452, 0.13245, -0.17183], [-0.54405, 1.11457, -0.95630], [-0.14684, 0.61702, -2.28165], [-2.31228, -1.98242, 0.93552], [2.38215, 0.62168, 3.09922], [-0.13520, -1.61287, -0.87951], [0.76445, 0.58311, 2.57066], [1.88785, -0.64707, 1.95182], [-2.25402, 0.41761, 0.03575], [-0.48176, -0.38855, 0.68691], [0.35166, 1.35090, -0.44982], [-0.92356, 0.19705, -2.91632], [0.40288, 1.40322, -2.78733], [0.66441, -0.12738, -2.16753]],
  "lowdin_charge": [0.00, -0.36, -0.78, 0.16, -0.21, -0.14, -0.16, 0.01, -0.02, 0.11, -0.01, -0.01, 0.12, 0.16, -0.05, 0.07, 0.06, 0.06],
  "relative_energy_kj_mol": 337.1,
  "e_homo_ev": -2.77,
  "total_charge": -1
}


3.
{
  "formula": "C4H11N2S",
  "method": "ωB97M-V/def2-TZVPD",
  "elements": ["N", "C", "C", "S", "C", "N", "C", "H", "H", "H", "H", "H", "H", "H", "H", "H", "H", "H"],
  "coordinates": [[3.00722, -0.75610, 1.56012], [2.47919, -0.67541, 0.35794], [-2.23576, 0.00622, 1.40997], [-2.66283, 0.31039, -0.30679], [1.31217, 0.22606, 0.27293], [0.65823, 0.88062, -0.87248], [0.67555, -0.08555, -1.98167], [3.79738, -1.37244, 1.70102], [-1.93983, 0.95301, 1.89065], [3.10973, -0.64895, -0.53415], [-1.42440, -0.73270, 1.41929], [-3.13496, -0.36699, 1.94302], [1.20293, 0.68036, 1.25420], [1.25690, -0.94276, 0.02240], [-0.33251, 0.96888, -0.60037], [0.76812, -1.15057, -1.76742], [1.32394, 0.27047, -2.80140], [-0.34975, -0.16521, -2.37273]],
  "lowdin_charge": [0.01, -0.35, -0.54, 0.61, -0.17, -0.08, -0.16, 0.02, 0.04, 0.14, 0.02, 0.02, 0.13, 0.11, -0.01, 0.07, 0.09, 0.06],
  "relative_energy_kj_mol": 436.5,
  "e_homo_ev": [-8.03, -8.02],
  "total_charge": 0,
  "multiplicity": 2,
  "s2": 0.753
}


4.
{
  "formula": "C4H11N2S",
  "method": "ωB97M-V/def2-TZVPD",
  "elements": ["C", "C", "C", "C", "N", "N", "S", "H", "H", "H", "H", "H", "H", "H", "H", "H", "H", "H"],
  "coordinates": [[-1.46774, -0.92017, -0.47433], [1.91357, 1.99526, 1.87405], [-0.71026, -3.00098, -2.17998], [0.51248, 2.33251, 1.50313], [-0.33236, -0.34885, -0.64629], [-0.29995, 1.63125, 0.88943], [-2.03232, -2.38126, -1.17530], [1.97592, 1.12838, 2.55343], [2.39040, 2.79868, 2.41797], [2.66576, 1.74884, 1.10998], [-1.20547, -3.83313, -2.78426], [0.13887, -3.39919, -1.65408], [-0.36437, -2.34226, -2.94189], [0.27076, 3.40198, 1.68245], [0.22109, -0.87758, -1.36617], [-0.07026, 0.67427, 0.23381], [-1.26362, 1.96982, 0.78652], [-2.34250, -0.57757, 0.17153]],
  "lowdin_charge": [-0.55, -0.04, -0.40, -0.15, 0.01, 0.16, 0.95, 0.10, 0.08, 0.10, 0.08, 0.05, 0.03, 0.15, 0.10, 0.06, 0.15, 0.10],
  "relative_energy_kj_mol": 107.6,
  "e_homo_ev": -13.28,
  "total_charge": 1
}


5.
{
  "formula": "C4H11N2S",
  "method": "ωB97M-V/def2-TZVPD",
  "elements": ["C", "C", "C", "C", "N", "N", "S", "H", "H", "H", "H", "H", "H", "H", "H", "H", "H", "H"],
  "coordinates": [[-0.43977, 1.34930, -0.31444], [-2.19867, 0.05614, 0.87577], [-1.79753, 1.40407, 0.24959], [1.66718, 0.18596, -0.56812], [0.45847, 0.49228, -0.21933], [1.56594, -2.26889, -0.77614], [2.95710, 0.48623, 0.54553], [-0.25660, 2.29039, -0.94870], [-1.91420, -0.00888, 1.89029], [-3.22244, -0.19228, 0.71799], [-1.53536, -0.64718, 0.33169], [-1.75775, 2.25398, 0.99179], [-2.54807, 1.57159, -0.57156], [1.68248, -0.19386, -1.51293], [1.20220, -2.94080, -0.02333], [2.54639, -2.48638, -0.64932], [1.28351, -2.42573, -1.74575], [2.30710, 1.07407, 1.72695]],
  "lowdin_charge": [-0.11, -0.07, -0.20, -0.49, 0.05, 0.01, 0.88, 0.17, 0.06, 0.07, 0.07, 0.15, 0.14, 0.06, 0.10, 0.03, 0.06, 0.00],
  "relative_energy_kj_mol": 249.3,
  "e_homo_ev": -14.16,
  "total_charge": 1
}


6.
{
  "formula": "C4H11N2S",
  "method": "ωB97M-V/def2-TZVPD",
  "elements": ["C", "C", "C", "C", "N", "N", "S", "H", "H", "H", "H", "H", "H", "H", "H", "H", "H", "H"],
  "coordinates": [[-1.59510, -1.34697, 0.29859], [-0.36826, 0.22513, 0.07392], [2.19332, 0.50328, 0.41151], [0.96317, 0.23460, -0.55516], [-0.58707, -0.77816, 1.14911], [-1.29020, -0.52133, -0.79426], [-1.01185, 1.95736, 0.31400], [-1.30605, -2.42854, -0.12536], [-2.64095, -1.29169, 0.72415], [2.26898, 1.61057, 0.34274], [3.03423, 0.06047, -0.02811], [1.80765, 0.16966, 1.46379], [1.10544, -0.78810, -1.07852], [0.91569, 0.89684, -1.45020], [-0.85691, -0.48364, 2.05064], [-0.84683, -0.74926, -1.72290], [-1.95378, 0.15651, -1.26738], [0.16853, 2.57329, 0.19343]],
  "lowdin_charge": [-0.17, -0.78, -0.03, -0.27, 0.07, 0.05, 0.86, 0.19, 0.17, 0.07, 0.06, 0.12, 0.14, 0.12, 0.11, 0.21, 0.19, -0.11],
  "relative_energy_kj_mol": 270.6,
  "e_homo_ev": -14.07,
  "total_charge": 1
}


7.
{
  "formula": "C4H11N2S",
  "method": "ωB97M-V/def2-TZVPD",
  "elements": ["H", "N", "C", "C", "C", "S", "C", "N", "H", "H", "H", "H", "H", "H", "H", "H", "H", "H"],
  "coordinates": [[1.68149, -1.59738, -1.32019], [0.99669, -0.93635, -1.10639], [1.50230, 0.20220, -1.25379], [0.71933, 1.35830, -0.74546], [0.66682, 1.25848, 0.76435], [0.34699, -0.32043, 1.71001], [-1.38994, -0.71045, 1.33652], [-1.37015, -1.25739, -0.04254], [2.42800, 0.42442, -1.85749], [-0.30904, 1.13020, -1.10373], [0.96639, 2.36070, -1.07233], [1.73561, 1.41459, 1.12757], [-0.01210, 2.12528, 1.19936], [-1.71795, -1.43146, 2.05784], [-2.05490, 0.16259, 1.46690], [-0.43101, -1.20098, -0.55199], [-1.75585, -2.16185, 0.12184], [-2.00268, -0.82044, -0.73048]],
  "lowdin_charge": [0.08, 0.08, -0.19, -0.23, -0.45, 0.90, -0.43, 0.09, 0.16, 0.12, 0.12, 0.09, 0.13, 0.08, 0.11, 0.04, 0.14, 0.17],
  "relative_energy_kj_mol": 126.7,
  "e_homo_ev": -12.99,
  "total_charge": 1,
  "smiles": "[H]/N=C/CCSC[NH3+]"
}


8.
{
  "formula": "C4H11N2S",
  "method": "ωB97M-V/def2-TZVPD",
  "elements": ["C", "C", "C", "C", "N", "N", "S", "H", "H", "H", "H", "H", "H", "H", "H", "H", "H", "H"],
  "coordinates": [[-0.13675, -1.07099, 0.31369], [1.20526, -1.32256, -0.33430], [0.01243, 0.93418, -1.12429], [-1.77000, 0.72210, 0.51512], [2.08150, 0.54686, 1.19577], [-0.88538, 0.00797, -0.42320], [2.11080, 0.28267, -0.31281], [-0.74428, -1.97893, 0.35518], [0.05907, -0.71869, 1.33053], [1.76723, -2.05235, 0.24648], [1.13265, -1.64398, -1.37115], [0.08956, 0.76208, -2.18674], [-0.14653, 1.96736, -0.86240], [-1.15514, 1.32846, 1.17827], [-2.45949, 1.37203, -0.02102], [-2.34362, 0.01179, 1.10760], [2.65481, 1.31417, 1.51340], [-1.47211, -0.46214, -1.12013]],
  "lowdin_charge": [-0.19, -0.34, -0.08, 0.00, -0.30, -0.20, 0.90, 0.15, 0.11, 0.10, 0.10, 0.09, 0.09, 0.12, 0.12, 0.12, 0.02, 0.19],
  "relative_energy_kj_mol": 129.7,
  "e_homo_ev": [-10.49, -13.95],
  "total_charge": 1,
  "multiplicity": 3,
  "s2": 2.009
}


9.
{
  "formula": "C4H11N2S3",
  "method": "ωB97M-V/def2-TZVPD",
  "elements": ["C", "C", "C", "C", "N", "N", "S", "S", "S", "H", "H", "H", "H", "H", "H", "H", "H", "H", "H", "H"],
  "coordinates": [[0.83979, -1.50586, 0.01982], [0.14772, -1.48363, -1.31894], [1.70636, 0.13953, 1.61035], [-0.96600, 2.21919, -1.44133], [1.15231, -0.17875, 0.35161], [-1.35859, 0.06218, 0.16502], [-1.52931, -1.06856, -1.03652], [-2.06712, -0.68541, 1.64388], [-1.48256, 1.75362, 0.21797], [0.17375, -1.86469, 0.77918], [1.72166, -2.17748, -0.05231], [0.76874, -0.94607, -2.09450], [-0.04211, -2.55610, -1.78996], [1.38915, 1.20998, 1.83576], [1.52038, -0.68847, 2.32582], [2.83576, 0.24217, 1.56890], [-0.55350, 3.20404, -1.35405], [-1.67520, 2.32208, -2.11542], [-0.18468, 1.55710, -1.62635], [-2.39656, 0.44515, 2.31108]],
  "lowdin_charge": [-0.36, -0.47, -0.12, -0.28, -0.04, -1.13, 0.91, 0.81, 0.93, 0.07, 0.16, 0.11, 0.13, 0.10, 0.10, 0.12, 0.06, 0.00, 0.01, -0.11],
  "relative_energy_kj_mol": 311.8,
  "e_homo_ev": [-12.78, -13.17],
  "total_charge": 1
}


10.
{
  "formula": "C4H11N3",
  "method": "ωB97M-V/def2-TZVPD",
  "elements": ["C", "C", "C", "N", "C", "N", "N", "H", "H", "H", "H", "H", "H", "H", "H", "H", "H", "H"],
  "coordinates": [[-1.39089, 1.79041, -0.70814], [-0.88547, 0.57406, -1.49468], [-0.36266, -0.50879, -0.57225], [0.85635, -0.09899, 0.14750], [1.26576, -0.77109, 1.30141], [0.76098, -2.01291, 1.51563], [2.32222, -0.38165, 1.93642], [-0.60459, 2.41586, -0.29588], [-2.02947, 1.45264, 0.11336], [-2.06842, 2.41079, -1.30619], [-0.04347, 0.84284, -2.14372], [-1.70340, 0.28189, -2.16322], [-1.01662, -0.69773, 0.29394], [-0.39284, -1.44490, -1.15769], [1.48274, 0.37837, -0.46110], [1.15734, -2.42383, 2.33812], [0.09223, -2.39465, 0.88088], [2.56020, 0.58767, 1.77561]],
  "lowdin_charge": [-0.20, -0.38, -0.46, 0.03, -0.68, 0.11, 0.04, 0.05, 0.05, 0.04, 0.08, 0.05, 0.07, 0.02, 0.10, 0.07, 0.01, 0.00],
  "relative_energy_kj_mol": 31.2,
  "e_homo_ev": [1.25, -5.00],
  "total_charge": -1,
  "multiplicity": 2,
  "s2": 0.750
}


11.
{
  "formula": "C4H11N3",
  "method": "ωB97M-V/def2-TZVPD",
  "elements": ["H", "N", "C", "N", "C", "C", "C", "N", "H", "H", "H", "H", "H", "H", "H", "H", "H", "H"],
  "coordinates": [[1.80641, -0.29226, 3.24030], [1.99857, 0.29708, 2.32866], [0.80304, 0.37315, 1.81966], [0.43395, 0.72903, 0.57970], [0.99137, 0.36560, -0.88308], [-0.29102, 0.15426, -1.68949], [-1.10039, -1.16866, -1.33699], [-2.33268, -0.73109, -0.62677], [-0.15253, 0.32472, 2.57322], [-0.11392, 1.60339, 0.49106], [1.43306, 1.32458, -1.10220], [1.59805, -0.56696, -0.89062], [-0.04927, -0.04447, -2.77069], [-0.86522, 1.14558, -1.64016], [-0.59384, -1.94807, -0.71648], [-1.52919, -1.68554, -2.21215], [-2.71118, 0.16109, -0.72460], [-1.93920, -0.43334, 0.32050]],
  "lowdin_charge": [0.07, 0.04, -0.43, -0.04, -0.13, -0.22, -0.25, -0.05, 0.14, 0.13, 0.09, 0.12, 0.11, 0.12, 0.12, 0.09, 0.02, 0.07],
  "relative_energy_kj_mol": 365.2,
  "e_homo_ev": -8.81,
  "total_charge": 0,
  "smiles": "[H]/N=C/NCCCN"
}


12.
{
  "formula": "C4H11N3",
  "method": "ωB97M-V/def2-TZVPD",
  "elements": ["N", "C", "C", "N", "C", "C", "N", "H", "H", "H", "H", "H", "H", "H", "H", "H", "H", "H"],
  "coordinates": [[2.16912, -0.86209, -1.20032], [1.22351, 0.06883, -0.65644], [0.56072, -0.16125, 0.50242], [0.52460, -1.40402, 1.18632], [-0.51780, 0.68018, 0.98492], [-1.45004, 1.38245, -0.08246], [-2.47565, 0.43055, -0.78038], [2.97133, -0.44828, -1.69547], [2.62023, -1.40946, -0.42619], [0.88591, 0.94479, -1.24427], [0.63923, -1.38935, 2.20471], [1.44438, -1.88631, 0.89822], [0.00546, 1.49829, 1.53254], [-1.03544, 0.15057, 1.83931], [-0.83500, 1.96736, -0.83790], [-2.25239, 1.91611, 0.52965], [-2.82254, -0.27819, -0.15601], [-2.04603, -0.03785, -1.57446]],
  "lowdin_charge": [0.00, -0.16, -0.42, 0.07, -0.21, -0.21, -0.03, 0.08, 0.07, 0.10, 0.08, 0.09, 0.11, 0.12, 0.11, 0.11, 0.04, 0.04],
  "relative_energy_kj_mol": 252.1,
  "e_homo_ev": -7.51,
  "total_charge": 0,
  "smiles": "N/C=C(\\N)CCN"
}